# 1
C23H19NO5S | ωB97M-V with the def2-TZVPD basis set

Last column: Löwdin charge in e.
Geometry (Å):
C -0.55 4.38 -0.60  -0.0561
C 1.00 4.79 -0.62  -0.1691
C 1.86 3.85 0.16  -0.2299
C 2.17 4.08 1.45  -0.0956
C 2.93 3.26 2.25  -0.0411
C 3.39 2.03 1.68  0.0004
C 3.11 1.74 0.35  -0.2860
O 3.51 0.50 -0.09  0.0042
C 2.58 -0.19 -1.00  -0.1307
C 3.10 -0.51 -2.28  0.0164
C 2.27 -1.07 -3.22  -0.0016
C 0.98 -1.57 -2.96  -0.1784
C 0.50 -1.38 -1.64  -0.1198
C 1.22 -0.67 -0.78  0.0686
C -0.83 -1.84 -1.25  -0.2044
O -1.35 -1.36 -0.03  0.0477
C -1.29 -2.39 0.93  -0.3681
O -0.50 -3.32 0.90  0.1354
C -2.26 -2.37 2.01  -0.1657
C -3.53 -1.88 1.84  -0.0067
C -4.48 -1.98 2.91  -0.0183
C -3.98 -2.55 4.11  -0.0891
C -2.76 -3.10 4.22  -0.1004
C -1.88 -2.97 3.19  -0.0198
C -1.83 -2.36 -2.04  -0.0114
S -1.34 -2.85 -3.69  0.7020
O -2.30 -2.28 -4.68  -0.3299
O -1.29 -4.31 -3.62  -0.3222
N 0.18 -2.23 -3.92  -0.0456
C 2.38 2.63 -0.43  0.0652
H -1.11 5.03 -1.25  0.0618
H -0.79 3.47 -0.96  0.0224
H -0.94 4.53 0.38  0.0660
H 1.09 5.83 -0.15  0.1285
H 1.41 4.83 -1.61  0.0986
H 1.95 4.94 1.89  0.0640
H 3.27 3.74 3.20  0.1193
H 3.98 1.33 2.27  0.1134
H 4.07 -0.25 -2.54  0.1049
H 2.56 -1.29 -4.18  0.0860
H 0.92 -0.59 0.22  0.1240
H -3.92 -1.36 0.98  0.1176
H -5.52 -1.77 2.85  0.0918
H -4.61 -2.65 4.98  0.1023
H -2.53 -3.57 5.19  0.1244
H -0.89 -3.41 3.42  0.1409
H -2.85 -2.57 -1.75  0.1255
H 0.74 -2.67 -4.65  0.1435
H 2.15 2.34 -1.44  0.1155

Values from the calculation:
Kohn-Sham gap = 8.4 eV
Structure (SMILES) = CCc1cccc(Oc2ccc3c(c2)C(OC(=O)c2ccccc2)=CS(=O)(=O)N3)c1
Highest occupied orbital energy = -8.6595 eV
Total charge = 0

# 2
C23H20BClF4PSn | ωB97M-V with the def2-TZVPD basis set

Last column: Löwdin charge in e.
Geometry (Å):
C -1.98 -2.29 2.29  -0.1330
C -0.89 -1.42 2.58  -0.2101
C -1.33 -0.09 2.52  -0.2059
H 0.06 -1.80 2.84  0.0875
C -2.74 -0.08 2.28  -0.1647
C -3.16 -1.44 2.40  -0.1030
H -4.18 -1.70 2.56  0.0954
H -2.00 -3.37 2.28  0.1173
H -0.78 0.78 2.82  0.1046
H -3.45 0.75 2.18  0.1247
Sn -1.87 -1.08 -0.03  1.0968
Cl -2.89 0.78 -1.19  0.1260
P 0.48 0.28 -0.45  1.0533
C 0.54 1.88 0.36  -0.3692
C 1.78 2.32 0.86  -0.0833
H 2.64 1.64 0.82  0.1092
C 1.90 3.61 1.35  -0.0475
H 2.88 3.96 1.70  0.1215
C 0.77 4.45 1.35  -0.0402
H 0.87 5.46 1.73  0.1157
C -0.48 4.01 0.88  -0.0407
H -1.35 4.68 0.88  0.1244
C -0.60 2.71 0.40  -0.0925
H -1.54 2.33 0.00  0.0147
C 1.89 -0.73 0.05  -0.3501
C 2.19 -0.94 1.42  -0.1023
H 1.59 -0.45 2.19  0.1003
C 3.26 -1.76 1.77  -0.0460
H 3.51 -1.89 2.83  0.1235
C 4.01 -2.38 0.76  -0.0402
H 4.87 -2.99 1.04  0.1169
C 3.68 -2.23 -0.59  -0.0468
H 4.27 -2.71 -1.38  0.1220
C 2.59 -1.44 -0.94  -0.0640
H 2.30 -1.31 -1.99  0.1076
C 0.51 0.49 -2.23  -0.3919
C 1.28 1.57 -2.69  -0.0681
H 1.76 2.22 -1.96  0.1117
C 1.46 1.76 -4.05  -0.0421
H 2.11 2.58 -4.39  0.1228
C 0.81 0.89 -4.94  -0.0384
H 0.95 1.04 -6.01  0.1170
C -0.01 -0.16 -4.50  -0.0432
H -0.51 -0.82 -5.22  0.1252
C -0.17 -0.36 -3.13  -0.1126
H -0.82 -1.16 -2.75  0.0752
F -3.58 -2.02 -0.28  -0.4113
B -5.08 -3.35 0.84  -0.8752
F -5.84 -2.24 0.81  0.2320
F -4.87 -4.20 -0.15  0.2572
F -4.86 -3.81 2.09  0.2196

Values from the calculation:
Kohn-Sham gap = 5.4 eV
Highest occupied orbital energy = -11.5063 eV
Total charge = +1

# 3
C23H20BrClPRh | ωB97M-V with the def2-TZVPD basis set

Last column: Mulliken spin population.
Geometry (Å):
C -1.02 -1.78 4.52  0.0486
C -0.96 -1.88 3.09  -0.0010
C 0.43 -1.89 2.70  0.1936
H -1.82 -1.93 2.43  -0.0187
C 1.23 -1.78 3.89  -0.0290
C 0.33 -1.75 5.01  0.1747
H 0.62 -1.75 6.06  0.0320
H -1.93 -1.76 5.10  0.0164
H 0.80 -1.90 1.67  -0.0238
H 2.32 -1.73 3.93  0.0002
Rh -0.03 -0.24 3.76  1.1393
Cl 1.62 1.43 3.16  0.1893
P 0.02 0.51 -0.52  0.3445
C 1.24 -0.69 -1.08  0.2956
C 1.00 -1.53 -2.18  0.2935
H 0.03 -1.51 -2.68  0.0560
C 2.01 -2.38 -2.62  -0.1345
H 1.84 -3.02 -3.49  -0.0030
C 3.25 -2.41 -1.96  0.4146
H 4.06 -3.03 -2.35  0.0398
C 3.46 -1.63 -0.81  -0.1008
H 4.41 -1.68 -0.27  -0.0021
C 2.46 -0.78 -0.36  0.2349
H 2.60 -0.17 0.54  0.0319
C -1.63 -0.06 -0.91  0.0032
C -1.97 -1.42 -0.75  0.1015
H -1.24 -2.13 -0.36  0.0198
C -3.24 -1.86 -1.10  -0.0439
H -3.48 -2.93 -1.05  -0.0028
C -4.21 -0.95 -1.54  0.0745
H -5.19 -1.30 -1.86  0.0049
C -3.91 0.43 -1.58  -0.0322
H -4.68 1.15 -1.86  0.0003
C -2.63 0.87 -1.27  0.0643
H -2.38 1.93 -1.32  0.0077
C 0.41 2.18 -1.03  0.1691
C 1.01 2.38 -2.28  0.0236
H 1.28 1.52 -2.89  0.0243
C 1.26 3.68 -2.70  -0.0205
H 1.70 3.85 -3.68  -0.0003
C 0.95 4.77 -1.87  0.0445
H 1.12 5.79 -2.23  0.0040
C 0.43 4.55 -0.59  -0.0175
H 0.23 5.39 0.08  -0.0004
C 0.18 3.26 -0.15  0.0664
H -0.17 3.06 0.87  -0.0029
Br -1.83 1.12 2.52  0.3207

Values from the calculation:
Kohn-Sham gap (alpha / beta) = 2.9 / 4.5 eV
Multiplicity = 5
Highest occupied orbital energy (alpha / beta) = -3.6716 / -8.2665 eV
Total charge = 0

# 4
C23H20BrCoN8O3SSe | ωB97M-V with the def2-TZVPD basis set

Last column: Mulliken spin population.
Geometry (Å):
Co -0.28 0.69 -0.15  2.7840
Se -0.38 -6.40 -2.89  -0.0002
N -1.50 -5.06 -3.00  -0.0003
C -1.02 -4.07 -2.29  -0.0005
C -1.66 -2.78 -2.15  -0.0026
C -2.86 -2.43 -2.78  0.0053
C -3.39 -1.18 -2.57  0.0010
C -2.69 -0.28 -1.78  0.0171
N -1.55 -0.58 -1.19  0.0297
C -1.04 -1.82 -1.35  -0.0275
C 0.21 -2.11 -0.65  0.0034
N 0.69 -1.16 0.18  0.0355
C 1.83 -1.37 0.82  0.0103
C 2.58 -2.53 0.65  -0.0009
C 2.10 -3.52 -0.17  0.0039
C 0.87 -3.33 -0.82  -0.0001
C 0.24 -4.33 -1.65  -0.0005
N 0.74 -5.53 -1.86  0.0000
H -3.35 -3.15 -3.43  -0.0001
H -4.32 -0.88 -3.03  0.0002
H -3.07 0.72 -1.61  0.0008
H 2.15 -0.59 1.49  0.0021
H 3.51 -2.64 1.18  -0.0003
H 2.63 -4.45 -0.33  0.0000
O 5.45 3.11 -0.52  0.0003
C 4.19 2.69 -0.43  -0.0015
C 3.31 3.06 0.59  0.0015
C 2.03 2.56 0.58  0.0022
N 1.57 1.73 -0.37  0.0300
C 2.42 1.40 -1.35  -0.0033
Br 1.72 0.29 -2.71  0.0104
C 3.73 1.82 -1.42  0.0005
H 5.67 3.74 0.18  -0.0001
H 3.62 3.72 1.38  0.0003
H 1.32 2.82 1.35  0.0013
H 4.38 1.52 -2.23  0.0010
C -2.55 -1.37 5.27  -0.0001
N -3.15 -1.56 3.96  0.0005
C -2.49 -1.50 2.80  -0.0035
N -1.14 -1.38 2.84  -0.0048
S -3.30 -1.63 1.33  0.0012
H -3.33 -1.42 6.02  0.0000
H -2.06 -0.40 5.33  0.0000
H -1.81 -2.15 5.47  0.0000
H -4.14 -1.71 3.89  0.0001
H -0.72 -0.98 3.66  -0.0003
H -0.72 -1.10 1.97  0.0113
O -0.91 1.35 3.80  0.0045
C -1.36 1.93 2.84  0.0033
C -2.37 3.08 2.91  0.0018
C -2.66 3.43 1.46  0.0050
C -1.74 2.51 0.71  -0.0010
O -1.58 2.42 -0.52  0.0435
N -1.06 1.67 1.52  0.0339
H -1.93 3.90 3.47  0.0004
H -3.24 2.73 3.46  0.0013
H -2.46 4.47 1.20  0.0001
H -3.69 3.21 1.16  0.0000

Values from the calculation:
Kohn-Sham gap (alpha / beta) = 6.8 / 6.6 eV
Multiplicity = 4
Highest occupied orbital energy (alpha / beta) = -10.1768 / -10.1702 eV
Total charge = +1

# 5
C23H20BrN4OS3Ti | ωB97M-V with the def2-TZVPD basis set

Last column: Mulliken spin population.
Geometry (Å):
Ti 0.19 -0.03 0.04  1.8426
C 3.36 0.38 -1.14  0.0356
C 3.42 0.27 0.36  0.0198
C 4.67 0.23 1.00  -0.0082
C 4.72 0.13 2.36  0.0135
C 3.52 0.12 3.11  -0.0059
C 3.52 0.06 4.52  0.0020
C 2.34 0.10 5.19  -0.0021
C 1.12 0.21 4.49  0.0072
C 1.07 0.26 3.12  -0.0138
S -0.47 0.43 2.30  -0.0225
C 2.30 0.19 2.40  0.0370
N 2.28 0.23 1.03  -0.0316
H 4.29 0.06 -1.60  0.0024
H 3.19 1.42 -1.43  0.0065
H 2.54 -0.21 -1.55  -0.0061
H 5.57 0.26 0.40  0.0004
H 5.67 0.08 2.88  0.0007
H 4.47 -0.01 5.04  0.0000
H 2.32 0.06 6.27  0.0000
H 0.20 0.27 5.05  0.0001
O 1.28 5.18 -3.26  0.0070
C 0.98 4.12 -2.50  0.0294
C 0.94 4.17 -1.10  -0.0153
C 0.63 3.02 -0.41  0.0668
N 0.35 1.86 -1.02  -0.0479
C 0.39 1.84 -2.35  0.0538
Br 0.03 0.15 -3.13  0.0069
C 0.71 2.92 -3.14  -0.0218
H 1.45 5.96 -2.72  -0.0005
H 1.15 5.08 -0.56  -0.0011
H 0.59 3.00 0.67  -0.0029
H 0.74 2.84 -4.22  -0.0010
C -3.23 1.54 -0.46  0.0292
C -3.14 0.09 -0.16  0.0110
N -2.04 -0.60 -0.27  0.0169
C -2.22 -1.91 0.12  -0.0025
C -3.47 -2.22 0.54  -0.0089
S -4.47 -0.83 0.42  0.0059
C -1.08 -2.83 0.04  0.0215
C -1.14 -4.19 0.10  0.0064
S 0.43 -4.84 -0.04  0.0000
C 1.09 -3.28 -0.21  -0.0106
N 0.19 -2.32 -0.14  -0.0448
C 2.55 -3.04 -0.39  0.0315
H -2.36 1.85 -1.03  -0.0082
H -3.26 2.12 0.47  0.0013
H -4.13 1.78 -1.03  0.0021
H -3.85 -3.16 0.90  0.0001
H -2.01 -4.82 0.21  -0.0003
H 3.11 -3.97 -0.33  0.0006
H 2.90 -2.36 0.39  -0.0018
H 2.74 -2.58 -1.36  -0.0003

Values from the calculation:
Kohn-Sham gap (alpha / beta) = 6.7 / 7.5 eV
Multiplicity = 3
Highest occupied orbital energy (alpha / beta) = -9.0421 / -9.8972 eV
Total charge = +1

# 6
C23H20CaF10N5O2S | ωB97M-V with the def2-TZVPD basis set

Last column: Löwdin charge in e.
Geometry (Å):
Ca 0.11 -0.01 0.44  1.3477
C -1.53 2.64 2.71  -0.0968
N -1.25 2.08 1.40  -0.2601
C -0.45 3.05 0.59  -0.1854
C 1.03 3.00 1.02  -0.2399
N 1.71 1.79 0.57  -0.1135
C 2.50 1.84 -0.54  -0.2207
C 3.34 0.73 -0.80  -0.1665
F 3.37 -0.29 0.11  0.0455
C 4.16 0.60 -1.89  -0.1740
F 4.93 -0.49 -2.03  0.0930
C 4.23 1.61 -2.84  -0.1665
F 5.03 1.50 -3.91  0.0863
C 3.43 2.72 -2.64  -0.1550
F 3.45 3.70 -3.55  0.1041
C 2.60 2.83 -1.54  -0.1353
F 1.82 3.93 -1.49  0.0716
C -2.50 1.61 0.75  -0.1921
C -2.96 0.28 1.37  -0.2341
N -2.04 -0.83 1.10  -0.0965
C -2.43 -1.83 0.28  -0.2330
C -1.74 -3.07 0.34  -0.1802
F -0.74 -3.21 1.25  0.0472
C -2.01 -4.16 -0.46  -0.1736
F -1.30 -5.29 -0.32  0.0958
C -3.03 -4.11 -1.40  -0.1748
F -3.31 -5.17 -2.18  0.0862
C -3.73 -2.93 -1.51  -0.1661
F -4.69 -2.82 -2.43  0.1030
C -3.44 -1.83 -0.71  -0.1453
F -4.12 -0.70 -1.00  0.0731
H -0.61 2.96 3.20  0.0719
H -2.00 1.90 3.36  0.0726
H -2.20 3.51 2.63  0.0878
H -0.87 4.06 0.68  0.1178
H -0.52 2.75 -0.46  0.1080
H 1.05 2.98 2.12  0.0832
H 1.53 3.93 0.73  0.1042
H -2.29 1.46 -0.31  0.1011
H -3.28 2.38 0.84  0.1180
H -3.98 0.08 1.06  0.1025
H -3.01 0.41 2.46  0.0869
N 1.14 -2.00 -0.96  -0.0238
C 1.16 -1.88 -2.43  -0.2264
C -0.15 -1.35 -3.01  -0.1032
C -0.36 0.12 -2.73  -0.6540
O -0.34 0.94 -3.63  0.0274
O -0.51 0.38 -1.47  -0.2827
H 2.08 -2.21 -0.62  0.0732
H 0.57 -2.80 -0.70  0.0566
H 1.40 -2.84 -2.90  0.1059
H 1.98 -1.20 -2.70  0.1095
H -0.98 -1.94 -2.60  0.1041
H -0.14 -1.49 -4.10  0.1123
S 2.48 -0.50 4.75  1.0043
C 1.10 -1.51 4.82  -0.4076
C 0.41 -1.42 3.66  -0.2372
N 0.94 -0.56 2.73  -0.0928
C 2.04 0.00 3.18  -0.4880
H 0.87 -2.10 5.69  0.0612
H -0.51 -1.93 3.41  0.0983
H 2.60 0.71 2.58  0.0647

Values from the calculation:
Kohn-Sham gap = 6.4 eV
Highest occupied orbital energy = -4.3673 eV
Total charge = -1